Record 1
This record from the OMol25 dataset describes a structure of composition C39H55AsF6Ge2N3O2PS4SiY. The level of theory is the ωB97M-V functional and the def2-TZVPD basis.

ORCA input file:
```
! RIJCOSX wB97M-V def2-TZVPD def2/J DEFGRID3
* xyz -1 1
Y 0.91452 1.33310 1.26845
C -5.09500 0.97159 3.16529
C -4.13531 -0.12102 2.76077
O -2.86924 0.16051 3.37949
P -1.52187 -0.53545 2.89675
S 0.02672 0.18426 3.82861
S -1.40192 -0.34105 0.89529
O -1.81566 -2.07406 3.27161
C -0.75181 -2.94116 3.71799
C -0.76637 -3.06061 5.22283
H -6.07135 0.79419 2.71165
H -4.72487 1.93970 2.82849
H -5.21240 1.00259 4.24828
H -4.00202 -0.14390 1.67651
H -4.47200 -1.10475 3.09644
H 0.21070 -2.55639 3.37209
H -0.93734 -3.90771 3.24679
H -0.53932 -2.09849 5.68091
H -0.00537 -3.77570 5.53979
H -1.74199 -3.40455 5.56935
C -0.99842 5.17574 -2.58950
C -1.04025 4.27168 -1.36027
Ge -2.13494 2.65299 -1.63493
C -3.43306 2.45640 -0.15927
C -4.33423 3.68803 -0.07571
C -3.06402 2.70927 -3.37745
C -2.53941 1.73307 -4.14606
Ge -1.28186 0.76520 -2.93716
C 0.57094 0.57173 -3.57292
C 0.92139 -0.79669 -4.15030
C -1.99881 -0.99860 -2.38112
C -2.53003 -1.89803 -3.49429
C -2.84914 1.49918 -5.57359
C -3.65182 2.37151 -6.31569
C -3.92028 2.13283 -7.65205
C -3.38462 1.01869 -8.28782
C -2.57328 0.15332 -7.57206
C -2.30931 0.39718 -6.23220
H -0.36999 6.05019 -2.40765
H -1.99495 5.52965 -2.86464
H -0.58950 4.65214 -3.45585
H -1.43881 4.80622 -0.49538
H -0.02602 3.97022 -1.09207
H -2.90676 2.30056 0.78450
H -4.02248 1.55537 -0.35011
H -3.76111 4.57857 0.18912
H -5.11347 3.56768 0.68212
H -4.83443 3.88750 -1.02682
H -3.82252 3.39996 -3.74643
H 1.21646 0.76959 -2.71740
H 0.76744 1.36775 -4.29395
H 0.73268 -1.59211 -3.42510
H 1.98192 -0.84371 -4.40718
H 0.35662 -1.02836 -5.05732
H -2.78614 -0.80760 -1.64887
H -1.19025 -1.49957 -1.83895
H -3.32842 -1.40816 -4.05420
H -2.93855 -2.83005 -3.09130
H -1.74875 -2.16924 -4.20731
H -4.06261 3.25289 -5.84080
H -4.54443 2.82375 -8.20539
H -3.59081 0.83570 -9.33480
H -2.13821 -0.71202 -8.05663
H -1.66593 -0.27801 -5.68195
S 3.26970 3.32034 -2.69851
C 2.43971 2.63982 -1.50079
N 1.82088 2.13025 -0.63757
C 7.01996 -0.10261 -0.47762
C 6.78442 -0.95544 0.59042
C 5.77781 -0.67126 1.50435
C 4.98096 0.46591 1.37832
C 5.23986 1.31266 0.29492
C 6.24342 1.03991 -0.62086
Si 3.52128 0.91334 2.51055
C 3.41919 -0.44808 3.83409
C 3.33664 -0.16797 5.19849
C 3.09126 -1.16598 6.13397
C 2.93461 -2.48225 5.72711
C 3.02438 -2.78993 4.37407
C 3.25498 -1.78492 3.44775
H 7.79877 -0.32788 -1.19667
H 7.38532 -1.85003 0.71217
H 5.61625 -1.35303 2.33250
H 4.63270 2.20100 0.15132
H 6.40419 1.71212 -1.45519
H 4.01154 2.11923 3.25883
H 3.45375 0.85634 5.53542
H 3.02241 -0.91338 7.18585
H 2.74726 -3.26159 6.45677
H 2.91058 -3.81813 4.04219
H 3.31434 -2.04243 2.39423
F 1.45442 3.91075 1.48664
As 0.36817 4.21771 2.83813
F -0.63084 2.91586 2.01902
F 1.20654 2.88913 3.59168
F -0.77333 4.26629 4.10785
F 1.40177 5.38317 3.52727
F -0.49810 5.37891 1.92189
C -1.52475 -4.26184 0.57280
C -0.04571 -4.07060 0.57563
C 0.89158 -5.03791 0.81871
C 2.24724 -4.65369 0.75169
N 2.64282 -3.43821 0.43485
C 1.71868 -2.48546 0.19701
S 2.13124 -0.91733 -0.26010
N 0.39723 -2.83445 0.29310
C 3.33698 -5.63656 1.05701
H -1.78181 -5.26460 0.90624
H -1.90998 -4.11201 -0.43766
H -2.00781 -3.52339 1.21594
H 0.59879 -6.04923 1.05619
H -0.27643 -2.06186 0.23337
H 2.94419 -6.62039 1.30751
H 3.93105 -5.25793 1.88951
H 4.00395 -5.71588 0.19896
*
```

The max |F| comes out at 0.51 eV/A. The value obtained for the relative energy (zero: lowest compared OMol25 entry of this formula, charge and spin) is 1.106 eV. The lowest unoccupied orbital energy comes out at 1.7 eV.

Mulliken atomic charge list, values in e, 6 entries: atom 1 (Y): 0.80, atom 2 (C): -1.35, atom 3 (C): 0.13, atom 4 (O): -0.40, atom 5 (P): 1.13, atom 6 (S): -0.45

=====

Record 2
This record from the OMol25 dataset describes a cluster of 2 separate species, C6H16NP in total at a distorted geometry. The level of theory is the ωB97M-V functional and the def2-TZVPD basis.

ORCA input file:
```
! RIJCOSX wB97M-V def2-TZVPD def2/J DEFGRID3
* xyz 0 1
C -2.40422 0.20534 -0.80111
C -1.63720 -0.86882 -0.03837
C -0.17027 -0.61750 0.35618
P 0.97445 -0.58504 -1.10626
C 0.96115 -2.37290 -1.43109
C 2.61321 -0.34875 0.00019
H -3.33881 -0.32909 -1.21916
H -2.95781 0.90325 -0.19907
H -1.92285 0.56418 -1.63409
H -1.75949 -1.88458 -0.61324
H -2.25630 -1.30484 0.91638
H -0.07103 0.38194 0.79669
H 0.07012 -1.47618 0.97666
H 0.52135 -2.87643 -0.55577
H 1.99471 -2.74573 -1.74756
H 0.30079 -2.60184 -2.20530
H 3.32522 -0.81071 -0.74337
H 2.73073 0.69634 0.30382
H 2.57301 -1.00843 0.78948
C 0.43941 3.58394 1.66656
N -0.30575 2.59931 1.61136
H 0.17285 4.70112 1.68442
H 1.49630 3.35077 1.45099
H -1.34955 2.84466 1.74167
*
```

The SMILES is CCCP(C)C.C=N. The max |F| comes out at 4.74 eV/A. The value obtained for the relative energy (zero: lowest compared OMol25 entry of this formula, charge and spin) is 1.324 eV. The lowest unoccupied orbital energy comes out at 1.1 eV.

natural (NBO) atomic charge list, values in e, 6 entries: atom 1 (C): -0.62, atom 2 (C): -0.40, atom 3 (C): -0.72, atom 4 (P): 0.74, atom 5 (C): -0.96, atom 6 (C): -0.86

=====

Record 3
This record from the OMol25 dataset describes a structure of composition C19H56BFeO15S2 at a distorted geometry. The level of theory is the ωB97M-V functional and the def2-TZVPD basis.

ORCA input file:
```
! RIJCOSX wB97M-V def2-TZVPD def2/J DEFGRID3
* xyz -2 6
Fe -27.85949 -7.23229 18.05571
S -24.97656 -6.98336 16.62888
O -24.48598 -5.72796 16.03302
O -26.33456 -6.75146 17.04485
O -24.94530 -8.11807 15.76002
O -24.17011 -7.29584 17.82572
S -28.06424 -6.72944 20.66221
O -27.03861 -6.51252 19.63399
O -28.81162 -7.44983 19.68529
O -27.57630 -7.56880 21.71062
O -28.73430 -5.45378 21.05006
B -29.48206 -7.90964 16.88317
H -28.59049 -7.56202 16.38467
H -30.12498 -8.41091 16.17634
H -29.08298 -8.60294 17.60727
H -29.95196 -7.08548 17.39716
C -27.03082 -10.10043 17.49718
O -26.84521 -9.02754 18.25316
H -27.44507 -9.91986 16.50527
H -26.06373 -10.59111 17.38728
H -27.87624 -10.67380 17.87745
H -26.12075 -9.35362 18.79207
C -31.66234 -6.01349 19.86732
C -31.58133 -4.57921 19.47399
C -32.39634 -3.65869 20.45874
O -30.25631 -4.14363 19.44909
H -31.11275 -6.70361 19.22717
H -32.66030 -6.44476 19.94589
H -31.34967 -6.10542 20.90745
H -32.06569 -4.37885 18.51830
H -31.96853 -3.56402 21.45680
H -33.30071 -4.25393 20.58488
H -32.54072 -2.62744 20.13657
H -29.85284 -4.44069 20.26798
C -29.88850 -5.49036 11.94856
C -29.49638 -5.22905 13.40264
C -28.75057 -6.33342 14.04743
O -28.47355 -4.21249 13.28036
H -30.50421 -6.38981 11.94576
H -29.18175 -5.79365 11.17615
H -30.60845 -4.70630 11.71401
H -30.32954 -4.98582 14.06202
H -29.24897 -7.28313 13.85314
H -28.83404 -6.17177 15.12214
H -27.72647 -6.46506 13.69816
H -27.71433 -4.36580 13.84754
C -32.31371 -9.37119 17.79630
C -31.99965 -10.66291 17.01408
C -32.56869 -10.77189 15.61473
O -30.66622 -10.89772 16.89966
H -32.16998 -8.48936 17.17194
H -31.71944 -9.28021 18.70551
H -33.36203 -9.24958 18.06893
H -32.34872 -11.52887 17.57653
H -31.88689 -10.37129 14.86455
H -33.52178 -10.24382 15.58548
H -32.74240 -11.82695 15.40311
H -30.21826 -10.05709 16.78022
C -33.04277 -5.25172 13.57312
C -33.62425 -5.83093 14.83040
C -32.52492 -5.93303 15.93577
O -34.82367 -5.18213 15.23388
H -33.75601 -5.33390 12.75297
H -32.14688 -5.74787 13.19986
H -32.87501 -4.20362 13.82101
H -33.75139 -6.85839 14.48942
H -31.74224 -6.60202 15.57804
H -32.95165 -6.27044 16.88031
H -32.16200 -4.93279 16.17222
H -34.65913 -4.25016 15.39502
C -29.98964 -10.62856 20.51165
C -29.67197 -10.04855 21.86400
C -30.39408 -10.74048 23.09273
O -28.26405 -10.18056 22.05380
H -29.37960 -10.13484 19.75522
H -31.05706 -10.78406 20.35500
H -29.60413 -11.64777 20.53828
H -29.98317 -9.00410 21.88351
H -30.07876 -11.78371 23.11148
H -31.45814 -10.53122 22.98283
H -30.03176 -10.33890 24.03907
H -27.95578 -10.97087 21.60439
C -28.92313 -3.26006 16.66409
C -27.80612 -4.25286 16.97439
C -26.86691 -3.69569 17.97671
O -28.47709 -5.29517 17.72027
H -28.59619 -2.30459 16.25384
H -29.57088 -2.94554 17.48238
H -29.44302 -3.69109 15.80850
H -27.25003 -4.53294 16.07973
H -26.57079 -2.73967 17.54494
H -26.01381 -4.35318 18.14409
H -27.18135 -3.35331 18.96262
H -29.27589 -4.89762 18.07450
*
```

The max |F| comes out at 9.38 eV/A. The lowest unoccupied orbital energy (alpha / beta) comes out at 3.9 / 3.9 eV.

Mulliken atomic charge list, values in e, 6 entries: atom 1 (Fe): -0.62, atom 2 (S): 1.43, atom 3 (O): -0.79, atom 4 (O): -1.18, atom 5 (O): -0.82, atom 6 (O): -0.84